(1)
DFT (ωB97M-V/def2-TZVPD) results for a structure of composition C34H91HgN7O9.

XYZ file:
```
142
Properties=species:S:1:pos:R:3
Hg 1.394 -2.134 2.956
C 4.672 -1.679 0.428
C 4.615 -2.824 1.434
C 5.845 -2.865 2.318
O 3.378 -2.973 2.137
H 4.360 -0.743 0.891
H 3.907 -1.795 -0.340
H 5.680 -1.703 0.014
H 4.660 -3.755 0.868
H 5.705 -3.841 2.782
H 5.919 -2.081 3.072
H 6.706 -2.917 1.652
C -0.145 1.118 -0.183
C 0.243 -0.293 0.107
C 1.052 -0.967 -1.018
O 0.626 -0.570 1.401
H -0.774 1.481 0.630
H -0.663 1.171 -1.140
H 0.763 1.721 -0.205
H -0.696 -0.824 -0.047
H 0.557 -0.791 -1.973
H 1.191 -2.038 -0.875
H 2.018 -0.470 -1.115
C 1.150 3.280 3.058
C 2.169 3.120 1.930
C 3.097 4.276 1.640
O 3.888 4.188 0.481
C 5.132 4.925 0.380
N 2.755 1.828 2.062
H 1.640 3.837 3.857
H 0.627 2.360 3.319
H 0.474 4.080 2.754
H 1.634 2.804 1.034
H 3.780 4.187 2.485
H 2.551 5.210 1.779
H 5.011 5.872 0.906
H 5.381 5.163 -0.654
H 6.008 4.409 0.773
H 3.483 1.714 1.372
H 2.054 1.167 1.762
C -1.802 -3.237 0.549
C -1.028 -4.253 1.376
C -0.906 -5.621 0.505
O -0.361 -6.604 1.341
C -0.297 -7.886 0.798
N 0.293 -3.782 1.548
H -2.749 -3.596 0.147
H -1.385 -2.971 -0.423
H -1.883 -2.314 1.123
H -1.383 -4.339 2.403
H -0.318 -5.508 -0.406
H -1.890 -5.927 0.151
H -1.239 -8.057 0.276
H -0.250 -8.674 1.550
H 0.528 -7.900 0.086
H 0.818 -4.621 1.349
H 0.386 -3.160 0.758
C 0.962 -5.013 6.464
C 0.570 -4.334 5.157
C -0.424 -3.119 5.361
O -0.481 -2.274 4.220
C -1.524 -1.338 4.216
N 1.766 -3.739 4.600
H 1.657 -5.833 6.283
H 0.050 -5.334 6.966
H 1.330 -4.405 7.290
H 0.192 -5.143 4.531
H -0.329 -2.505 6.257
H -1.386 -3.582 5.579
H -2.466 -1.627 4.684
H -1.620 -1.051 3.169
H -1.103 -0.477 4.736
H 2.383 -4.410 4.166
H 2.261 -3.366 5.397
C -2.453 1.662 3.006
C -3.731 1.904 2.198
C -4.778 2.635 2.975
O -5.202 2.170 4.322
C -5.882 0.958 4.337
N -3.399 2.622 0.972
H -1.973 2.541 3.435
H -1.649 1.105 2.526
H -2.743 0.995 3.817
H -4.145 0.951 1.867
H -5.669 2.728 2.355
H -4.468 3.657 3.195
H -5.192 0.163 4.054
H -6.794 1.094 3.756
H -6.257 0.645 5.311
H -2.491 2.288 0.681
H -4.015 2.428 0.196
C 0.443 -2.284 -4.709
C -0.754 -2.611 -3.896
C -1.686 -1.409 -3.648
O -2.820 -1.619 -2.826
C -3.893 -0.629 -2.972
N -1.578 -3.509 -4.697
H 0.908 -3.163 -5.154
H 1.148 -1.757 -4.066
H 0.242 -1.613 -5.544
H -0.410 -3.073 -2.971
H -1.991 -1.007 -4.614
H -1.139 -0.580 -3.199
H -3.475 0.304 -2.592
H -4.667 -0.949 -2.275
H -4.458 -0.676 -3.903
H -1.089 -4.363 -4.922
H -2.473 -3.781 -4.314
C 1.278 2.479 -3.570
C 2.745 2.298 -3.919
C 3.220 0.950 -4.475
O 2.465 0.631 -5.652
C 3.103 -0.391 -6.393
N 3.094 3.301 -4.852
H 1.036 3.490 -3.244
H 0.994 1.851 -2.725
H 0.694 2.403 -4.488
H 3.247 2.393 -2.956
H 3.096 0.180 -3.713
H 4.303 1.026 -4.571
H 2.548 -0.473 -7.328
H 2.931 -1.344 -5.891
H 4.168 -0.270 -6.590
H 2.440 4.068 -4.919
H 2.930 2.792 -5.709
C -4.207 6.323 -2.535
C -2.817 5.831 -2.129
C -1.906 5.663 -3.404
O -2.385 4.627 -4.275
C -2.264 3.201 -3.799
N -2.248 6.801 -1.246
H -4.724 5.588 -3.152
H -4.155 7.265 -3.080
H -4.943 6.441 -1.741
H -2.815 4.914 -1.539
H -0.900 5.356 -3.117
H -1.800 6.630 -3.895
H -1.684 2.713 -4.582
H -3.179 2.612 -3.857
H -1.840 2.987 -2.818
H -2.790 6.743 -0.396
H -1.320 6.441 -1.081
```

multiplicity: 2
LUMO level (alpha / beta): -3.35 / -5.86 eV
Kohn-Sham gap (alpha / beta): 7.038 / 4.530 eV
E_tot: -69749.3549 eV
charge: +1
expectation value of S²: 0.758
largest force on an atom: 3.6 eV/Å

Atom charges from the Mulliken analysis, given in e for atoms 1 to 5: 2.92, -0.85, 0.50, -1.37, -0.51

---

(2)
DFT (ωB97M-V/def2-TZVPD) results for a structure of composition H29O15.

XYZ file:
```
44
Properties=species:S:1:pos:R:3
O 4.166 2.471 -2.079
H 4.270 1.524 -2.223
H 3.508 -2.326 0.643
O 0.903 1.427 -3.474
H 0.908 1.800 -2.583
H 0.097 1.788 -3.899
O 3.567 -1.924 -0.234
H 1.807 -4.498 -0.487
H 2.978 -1.125 -0.219
O -1.778 -3.437 1.112
H -2.189 -3.617 0.257
H -0.831 -3.536 0.976
O 2.157 -2.765 3.261
H 1.535 -3.003 2.560
H 1.645 -2.322 3.942
O -1.123 2.539 -0.697
H -0.875 3.425 -0.984
H -1.242 0.677 -1.506
O -1.669 -3.121 -1.568
H -0.996 -2.787 -0.957
H -1.091 -3.691 -2.094
O -0.563 -0.022 -1.496
H -0.872 -0.898 -1.724
H 3.555 2.479 -1.327
O -5.040 -1.248 1.577
H -4.267 -0.654 1.566
H -4.710 -1.835 0.884
O -2.387 1.622 1.164
H -1.739 2.155 0.361
O -1.259 3.773 -3.756
H -0.550 3.109 -3.761
H -1.765 3.298 -3.061
O -0.946 2.018 4.632
H -0.570 1.150 4.833
H -0.345 2.516 5.203
O 1.793 -0.025 -0.082
H 1.981 0.922 -0.096
H 0.826 0.026 -0.233
O 1.335 -3.911 0.108
H 1.645 -3.020 -0.101
H -2.779 2.392 1.595
O 0.715 2.958 1.290
H 0.126 3.102 2.040
H 0.068 2.592 0.637
```

ΔE to the lowest compared entry with this formula, charge and spin: 1.493 eV
LUMO level: 2.15 eV
Kohn-Sham gap: 8.017 eV
E_tot: -31184.7277 eV
charge: -1
largest force on an atom: 1.9 eV/Å

Atom charges from the natural (NBO) analysis, given in e for atoms 1 to 5: -0.93, 0.47, 0.47, -0.92, 0.49

---

(3)
DFT (ωB97M-V/def2-TZVPD) results for an isolated molecule of C16H28N2O2.

XYZ file:
```
48
Properties=species:S:1:pos:R:3
C 4.177 -3.649 -0.250
H 3.710 -4.153 0.593
H 4.899 -2.932 0.136
H 4.712 -4.391 -0.838
C 3.128 -2.940 -1.106
C 3.800 -2.262 -2.297
H 4.461 -1.467 -1.957
H 4.393 -2.983 -2.856
H 3.063 -1.835 -2.972
C 2.351 -1.937 -0.247
H 3.044 -1.177 0.120
C 1.189 -1.273 -0.992
N 0.236 -0.705 -0.056
C 0.667 0.564 0.499
C -0.273 0.989 1.621
N -1.633 1.065 1.124
C -2.031 -0.238 0.632
H -1.953 -1.009 1.419
C -1.133 -0.637 -0.543
C -1.357 0.323 -1.730
H -1.521 1.326 -1.337
H -0.470 0.336 -2.366
C -2.550 -0.075 -2.601
O -2.297 -1.201 -3.408
H -2.023 -1.932 -2.843
H -3.437 -0.249 -1.973
H -2.782 0.729 -3.303
H -1.402 -1.660 -0.840
H -3.070 -0.186 0.299
C -2.552 1.583 2.124
C -2.252 3.013 2.428
C -1.986 3.581 3.637
O -1.766 4.902 3.509
C -1.884 5.193 2.203
C -2.182 4.077 1.487
H -2.330 4.000 0.430
H -1.737 6.214 1.913
H -1.934 3.167 4.625
H -3.563 1.512 1.709
H -2.523 0.995 3.060
H -0.195 0.261 2.450
H 0.022 1.972 1.993
H 0.704 1.357 -0.266
H 1.670 0.439 0.908
H 1.577 -0.518 -1.694
H 0.670 -2.040 -1.575
H 1.934 -2.455 0.618
H 2.425 -3.691 -1.484
```

ΔE to the lowest compared entry with this formula, charge and spin: 2.836 eV
SMILES string: CC(C)CCN1CCN(Cc2ccoc2)C[C@H]1CCO
LUMO level: 0.84 eV
Kohn-Sham gap: 9.270 eV
E_tot: -24120.6238 eV
largest force on an atom: 0.9 eV/Å

Atom charges from the natural (NBO) analysis, given in e for atoms 1 to 5: -0.60, 0.21, 0.20, 0.21, -0.21

---

Q: Which of these has the lowest E_tot?
A: C34H91HgN7O9

---

Q: Which of these has the lowest E_tot?
A: C34H91HgN7O9